Record 1
# C57H46BrN4O3P2PbS3

C57H46BrN4O3P2PbS3 as an isolated structure in a non-equilibrium geometry (ωB97M-V with the def2-TZVPD basis set, OMol25).

Geometry as XYZ:
```
117
C57H46BrN4O3P2PbS3 (ωB97M-V with the def2-TZVPD basis set)
C -1.923 1.886 5.806
C 2.059 1.309 -4.048
P -1.596 0.094 1.542
H 2.583 3.377 -3.808
C 3.429 0.067 -5.602
S -1.965 -0.344 -1.597
C 4.206 1.196 -5.828
C 1.765 4.855 -0.880
C 2.373 2.172 0.885
H -0.826 -4.595 3.122
H 2.067 -6.063 -4.518
H -3.833 1.881 2.341
H 0.820 6.788 -1.329
C 5.561 -2.506 2.312
C 0.751 5.721 -1.523
C 3.561 -2.995 1.126
C 2.361 0.129 -4.725
H -0.057 2.077 2.984
C 2.823 2.444 -4.302
H -0.893 -0.745 6.117
C -3.000 0.917 -0.781
C -4.831 2.501 0.565
C 0.638 2.985 -2.242
H 2.607 2.912 -1.439
C -2.004 -3.357 4.419
C -1.843 0.319 -3.275
C -3.863 1.795 1.265
C -2.907 0.006 -4.115
C -2.934 0.983 0.614
C 0.925 -4.496 -1.779
H 4.157 2.898 1.927
C -0.764 1.460 -5.064
H 2.767 5.236 -1.105
H -3.704 -0.616 -3.727
C -2.337 -1.553 1.778
H 3.684 -0.874 -6.074
H -4.654 -5.093 1.548
H -3.671 -3.060 5.752
H -0.277 -2.258 6.783
H -2.604 -5.832 2.324
C 4.107 -0.732 1.516
H 4.481 3.275 -5.376
H -3.995 1.579 -2.565
C -4.875 2.427 -0.819
C 3.234 3.208 1.462
N 2.700 0.921 0.843
C -1.850 1.216 -5.891
H -5.491 -2.894 1.455
H 5.065 1.142 -6.485
C -3.143 -3.878 5.259
H -0.513 4.033 0.887
C 1.635 3.355 -1.201
C -1.763 0.777 3.248
C 4.661 -3.466 1.774
C 3.490 -2.028 -2.674
C 2.775 -4.200 -3.711
C 1.117 2.685 0.232
C 0.547 3.813 1.001
S -1.083 -2.653 1.970
N 3.268 -1.683 0.979
H 0.404 1.875 0.048
C -0.340 3.829 -2.607
C -0.275 5.239 -2.231
H 2.846 -3.685 0.690
C 2.600 -3.268 -2.697
C -3.965 -4.320 1.878
H -3.602 0.574 6.096
H 1.240 5.886 1.061
C -3.722 -1.827 1.685
H -3.750 0.216 -6.073
Pb 1.512 -0.798 -0.305
C 1.541 4.885 0.749
S 0.143 -1.922 3.735
N 1.673 -3.419 -1.748
H -0.194 3.029 5.233
C 2.858 4.486 1.367
H 4.841 -4.527 1.858
H -4.307 -0.937 1.475
H -5.550 3.106 1.105
N 3.887 0.560 1.469
C -2.751 0.358 4.141
O -2.848 -1.539 -1.740
H -1.030 5.910 -2.627
C 1.009 -5.486 -2.745
H 6.459 -2.835 2.822
H -3.861 -4.414 4.641
C -1.088 -1.816 6.197
H -1.146 3.505 -3.255
C -2.798 -4.766 2.384
H 5.965 -0.421 2.572
C -1.128 -2.443 4.832
H -1.992 2.323 6.795
H 1.761 -0.759 -4.551
C -4.441 -2.988 1.705
C -0.922 2.285 4.932
Br -0.343 -4.707 -0.381
C 3.887 2.388 -5.195
H -5.618 2.980 -1.380
P 0.790 1.253 -2.724
C -2.918 0.457 -5.423
C -2.835 0.913 5.410
H -2.021 -1.970 6.739
C -3.958 1.630 -1.486
C 1.961 -5.319 -3.739
H -3.458 -0.412 3.852
H -2.789 -4.564 6.034
C -0.837 1.729 3.661
H 3.549 -4.018 -4.442
C 5.303 -1.183 2.184
C -1.729 -3.974 3.057
O 3.116 -1.041 -1.967
H -1.849 1.592 -6.906
O 4.480 -2.080 -3.397
H 0.090 1.999 -5.448
C -0.728 0.995 -3.744
H 0.349 -6.341 -2.705
H 3.509 5.266 1.756
```

## Properties
HOMO, eV: -2.69
Energy relative to the best compared isomer or geometry (same formula, charge and spin), kcal/mol: 162.6
Total charge: -1
HOMO-LUMO gap, Eh: 0.15303

***

Record 2
# C5H14BINO4P

A 2-piece molecular cluster, C5H14BINO4P overall (ωB97M-V with the def2-TZVPD basis set, OMol25).

Geometry as XYZ:
```
27
C5H14BINO4P (ωB97M-V with the def2-TZVPD basis set)
H -1.076 -3.260 0.775
C -1.854 -2.535 0.506
H -2.033 -0.560 3.029
H 0.779 -1.841 1.156
H 1.869 -1.498 2.482
C 0.814 2.339 -4.642
H -0.183 2.573 -5.005
B 0.844 0.264 1.742
H -0.059 -1.077 4.011
O -1.709 -1.315 1.201
H -2.252 -2.309 2.931
H -1.768 -2.309 -0.555
O 1.190 4.546 -4.071
H -2.831 -2.987 0.712
I 0.900 -0.527 -1.591
H 1.526 2.400 -5.460
N 1.181 3.406 -3.668
C -1.618 -1.476 2.603
H 0.854 1.388 -4.124
H -0.001 -2.719 3.405
H 0.750 2.918 -0.743
P 1.521 1.085 0.157
O 0.440 2.294 -0.075
O 1.448 3.061 -2.533
C -0.174 -1.682 3.107
C 0.878 -1.253 2.071
H 0.562 1.073 2.579
```

## Properties
SMILES: C[N+](=O)[O-].COCCCBP(O)I
HOMO, eV: -8.37
HOMO-LUMO gap, Eh: 0.30011

***

Record 3
# C22H27N9Pd

C22H27N9Pd as an isolated structure (ωB97M-V with the def2-TZVPD basis set, OMol25).

Geometry as XYZ:
```
59
C22H27N9Pd (ωB97M-V with the def2-TZVPD basis set)
N 2.675 -0.007 2.406
H -3.343 -4.274 -1.160
C 1.648 0.159 3.309
H 0.061 2.789 1.934
C -2.079 -0.622 -2.526
H -3.091 -1.901 -4.566
C -4.185 -1.080 -1.535
C 0.708 3.388 1.307
N 2.634 -1.079 -0.925
H 3.281 -2.500 0.435
C -3.760 -3.410 -1.680
C -1.648 -2.977 -2.672
H 2.833 -1.848 -1.562
H -1.954 0.259 -1.897
N -3.493 -0.846 -2.805
C 0.729 -0.849 2.987
C 3.166 -1.416 0.403
H 4.162 -0.972 0.535
C 1.601 5.527 0.583
C 2.380 3.549 -0.439
H -1.541 -0.466 -3.461
C 0.754 4.766 1.402
C 2.299 -1.018 1.560
C 1.435 1.065 4.343
N 1.682 1.430 0.065
H -2.097 -1.106 0.060
C -3.617 -2.056 -3.621
H -1.783 -2.845 -0.048
C 2.431 4.936 -0.351
C -0.663 -0.089 4.759
H -1.156 -1.760 3.489
H -4.673 -2.235 -3.832
H 0.052 1.608 5.872
C 1.533 2.778 0.365
H 3.085 5.529 -0.978
H -1.568 -0.164 5.348
C 0.262 0.924 5.060
N 1.178 -1.578 1.897
N -3.639 -2.233 -0.817
N 3.059 2.627 -1.215
Pd 0.564 -1.417 -1.354
H -1.211 -3.829 -2.152
C 2.587 1.385 -0.860
H 3.737 2.823 -1.930
H -1.110 -2.821 -3.607
H -4.817 -3.597 -1.881
H 0.124 5.273 2.121
C 3.121 0.155 -1.523
H 3.416 0.647 2.229
N -3.058 -3.233 -2.953
H -5.245 -1.254 -1.735
H 2.784 0.155 -2.562
H 1.606 6.604 0.686
H -4.088 -0.192 -0.907
C -0.444 -0.981 3.729
H 2.148 1.846 4.575
H 4.222 0.199 -1.520
C -2.226 -1.992 -0.562
N -1.463 -1.775 -1.823
```

## Properties
HOMO, eV: -5.88
Energy relative to the best compared isomer or geometry (same formula, charge and spin), kcal/mol: 12.1
HOMO-LUMO gap, Eh: 0.23254

***

Record 4
# CH2N2O2

CH2N2O2 as an isolated structure in a non-equilibrium geometry (ωB97M-V with the def2-TZVPD basis set, OMol25).

Geometry as XYZ:
```
7
CH2N2O2 (ωB97M-V with the def2-TZVPD basis set)
N 0.292 0.074 -0.667
O -0.544 1.287 0.233
C -0.878 0.960 1.375
O 0.758 0.572 -1.584
H 0.781 -1.742 -0.640
H -0.652 -0.158 1.412
N 0.243 -0.994 -0.128
```

## Properties
HOMO, eV: -8.90
Energy relative to the best compared isomer or geometry (same formula, charge and spin), kcal/mol: 173.1
HOMO-LUMO gap, Eh: 0.32345

***

Record 5
# C34H40Cl3N4O5PS6Sn

C34H40Cl3N4O5PS6Sn as an isolated structure (ωB97M-V with the def2-TZVPD basis set, OMol25).

Geometry as XYZ:
```
94
C34H40Cl3N4O5PS6Sn (ωB97M-V with the def2-TZVPD basis set)
C 0.805 -0.980 -3.276
H 2.685 -0.300 -5.183
C 4.002 0.651 -0.690
H -2.448 2.721 4.025
P -2.167 0.666 1.874
H -4.614 3.318 -1.407
O 1.938 3.722 -0.558
H 0.930 0.158 -1.454
C -3.402 -1.252 -2.879
H -0.095 -1.504 -2.947
N 2.091 -1.599 -1.284
C -3.871 -0.345 3.791
C 1.832 1.531 1.937
C -3.048 1.858 4.294
H 0.473 -0.097 -3.831
C -3.529 2.223 0.080
C -3.762 1.858 5.482
H 0.885 -3.046 3.550
H -1.532 1.225 -2.013
S -3.839 -0.341 -4.252
C 6.395 0.615 0.249
H 0.193 1.889 0.622
H -2.718 1.858 -4.285
H -3.383 5.428 -1.000
H 7.121 1.268 0.741
O -5.249 -7.573 -2.923
H 4.738 1.793 0.973
H -3.719 2.718 6.140
H 1.669 -0.099 4.902
C 0.499 1.448 1.564
C -2.236 0.611 -2.557
H 1.842 -2.829 -3.662
C 1.342 0.347 3.970
N -2.585 -0.573 1.063
H -3.893 -1.188 3.109
C 1.580 -0.471 -2.070
H -5.182 -1.210 5.251
H -1.601 5.502 0.711
H -0.710 -0.179 4.279
N 3.595 -0.484 0.127
C -3.848 3.363 -0.642
N -2.574 -0.636 -2.089
C -0.093 -3.256 3.136
O 0.847 4.703 -2.413
H 4.364 0.307 -1.662
Cl 1.328 3.471 -1.847
C -1.858 3.455 1.286
C 2.257 0.972 3.133
C 2.829 -1.553 -0.162
H 5.332 2.295 -0.596
H -5.085 0.749 6.759
H 3.608 -1.104 -3.916
H 6.208 -0.205 0.949
H 1.494 -2.418 -1.297
C -3.529 -4.543 -1.299
C -2.831 0.946 -3.725
H 3.171 1.329 -0.880
H 2.392 0.160 -2.412
C 7.001 0.047 -1.029
H 0.960 -2.197 -5.025
H 6.362 -0.721 -1.465
C -4.529 0.751 5.829
C -3.096 0.755 3.446
H -4.021 1.277 -0.120
H 3.367 -1.908 -5.464
C 5.112 1.416 0.015
S -1.257 -3.869 -2.761
Cl -1.329 -2.875 4.365
C -2.532 2.259 1.051
H -3.768 -2.252 -2.691
O 0.221 2.553 -1.670
C -0.432 0.847 2.412
H 3.303 1.022 3.416
C 0.001 0.299 3.618
Cl -0.174 -4.955 2.672
H 2.520 2.054 1.287
S -3.100 -6.104 -3.385
S -4.902 -5.644 -1.158
O 2.306 2.869 -2.727
H 7.139 0.831 -1.778
H 4.057 -0.597 1.013
H -0.277 -2.641 2.262
H 7.974 -0.408 -0.834
S 2.817 -2.852 0.933
S -3.531 -3.289 -0.066
C 1.604 -1.903 -4.192
C -3.163 4.546 -0.411
C -4.567 -6.631 -2.577
C 2.887 -1.269 -4.720
H -1.055 3.495 2.013
C -4.584 -0.347 4.983
C -2.166 4.591 0.555
Sn -1.512 -1.776 -0.253
C -2.679 -4.746 -2.326
```

## Properties
HOMO, eV: -1.78
Energy relative to the best compared isomer or geometry (same formula, charge and spin), kcal/mol: 1.4
Total charge: -2
HOMO-LUMO gap, Eh: 0.20632

***

Record 6
# C13H21BIrN6O

C13H21BIrN6O as an isolated structure in a non-equilibrium geometry (ωB97M-V with the def2-TZVPD basis set, OMol25).

Geometry as XYZ:
```
43
C13H21BIrN6O (ωB97M-V with the def2-TZVPD basis set)
N -2.256 -1.321 -1.290
N -2.378 1.323 -1.878
C -2.844 -2.108 -2.221
H 3.017 4.290 0.305
C -3.616 0.949 1.303
B -2.760 0.099 -0.941
H -0.376 3.398 -3.358
C -2.300 -3.386 -2.152
H 3.167 -3.863 2.236
H -4.334 1.855 -2.544
C 3.114 -2.871 2.697
C -1.220 2.829 -2.977
C 2.086 -2.007 1.974
H -3.948 1.180 3.473
C 3.059 3.200 0.340
C -2.254 -0.032 2.773
Ir -0.639 -1.870 1.244
H -3.638 -1.706 -2.831
H -4.417 1.443 0.780
H 2.035 -1.068 2.549
H -3.971 0.017 -1.142
N -2.663 0.305 0.593
H 3.539 2.925 1.282
N -1.100 1.799 -2.122
H 2.839 -2.986 3.748
C -1.386 -3.376 -1.108
H 4.079 -2.367 2.628
O 0.824 -2.685 2.067
H 2.042 2.803 0.298
H -1.699 -0.413 3.619
H 3.384 -1.102 0.503
N -1.881 -0.412 1.503
C 2.481 -1.712 0.545
H -2.552 -4.231 -2.761
H -0.723 -4.124 -0.695
C -3.277 2.069 -2.586
H 1.680 -1.193 0.012
H 3.605 2.834 -0.452
N -1.438 -2.137 -0.509
H 2.700 -2.655 0.042
C -2.584 3.041 -3.297
H -2.994 3.782 -3.949
C -3.375 0.784 2.661
```

## Properties
Spin multiplicity: 6
HOMO (spin up / spin down), eV: -14.53 / -16.51
Energy relative to the best compared isomer or geometry (same formula, charge and spin), kcal/mol: 0.0
Total charge: +2
HOMO-LUMO gap (spin up / spin down), Eh: 0.30962 / 0.22039

***

Record 7
# C6H10N3S

An isolated ion of composition C6H10N3S and charge +1 in a non-equilibrium geometry (ωB97M-V with the def2-TZVPD basis set, OMol25).

Geometry as XYZ:
```
20
C6H10N3S (ωB97M-V with the def2-TZVPD basis set)
S -2.097 1.277 0.013
C 3.041 1.313 -0.153
N 1.938 0.490 0.015
H -1.059 -2.116 -0.735
H -1.295 -0.436 1.495
H 3.253 1.817 0.786
N 0.178 -0.603 -0.441
H -3.375 1.692 -0.154
C -2.295 -0.442 -0.453
H 2.816 1.795 -1.199
C 1.713 -0.503 0.927
H 2.354 -0.686 1.659
H 3.867 0.626 -0.385
H -3.257 -0.835 -0.792
H -0.981 -0.937 -2.086
H -3.073 -0.272 1.789
C -1.013 -1.084 -1.042
C 0.951 0.305 -0.953
N 0.613 -1.172 0.684
C -2.280 -0.228 1.026
```

## Properties
HOMO, eV: -12.47
Energy relative to the best compared isomer or geometry (same formula, charge and spin), kcal/mol: 87.4
Total charge: +1
HOMO-LUMO gap, Eh: 0.31616

***

Record 8
# C27H29FN6O

A single C27H29FN6O molecule (ωB97M-V with the def2-TZVPD basis set, OMol25).

Geometry as XYZ:
```
64
C27H29FN6O (ωB97M-V with the def2-TZVPD basis set)
C 2.553 2.493 -1.839
C 5.375 1.717 -1.557
C -2.681 -1.525 0.542
C -4.514 1.142 -1.134
C 3.784 -2.450 -0.930
C 1.155 0.785 3.316
H 0.549 -4.600 -0.768
H 4.541 -3.983 -2.194
C 1.496 -2.788 -0.130
H -5.858 2.225 -2.408
H -2.389 -1.385 2.678
H -2.433 1.790 0.296
C -1.806 -1.644 1.790
H -5.424 -1.417 0.882
C -6.843 0.672 -1.326
H 2.529 0.987 -3.377
H -2.073 -1.806 -0.333
H -1.417 -2.657 1.881
C -5.499 -0.631 0.146
C 1.719 -0.490 1.252
C -1.171 0.639 1.583
C 4.574 1.374 -2.809
H 2.970 3.839 -0.209
C 2.022 0.673 2.174
C -6.730 -0.359 -0.411
O 1.231 2.818 1.312
F -8.051 0.944 -1.875
H -1.431 0.588 -0.566
H 4.954 0.453 -3.254
H 6.426 1.862 -1.816
C -4.362 0.108 -0.205
N 2.766 -0.899 0.589
C 0.453 -1.161 1.131
N -3.150 -0.161 0.413
C -2.051 0.770 0.329
H 3.645 1.041 0.410
H -1.766 0.877 2.469
H -7.603 -0.930 -0.135
H 5.326 0.881 -0.854
H 5.391 3.199 0.017
C 4.839 2.989 -0.901
H 2.964 0.374 -1.785
C -5.747 1.428 -1.689
C 3.703 -3.638 -1.607
C 2.541 -4.422 -1.542
H 4.674 -1.841 -0.960
C 3.348 2.881 -0.585
N 0.408 -2.327 0.510
N 0.526 0.864 4.267
H -0.362 1.361 1.511
H 2.509 -5.358 -2.080
H 1.502 2.371 -1.569
H 2.621 3.312 -2.558
C 2.686 -2.016 -0.170
C 2.071 1.946 1.279
H 4.691 2.174 -3.543
H -3.522 -2.212 0.609
C 1.454 -4.016 -0.816
H -3.663 1.726 -1.446
H 3.039 0.521 2.560
N 3.144 1.919 0.482
H 4.985 3.830 -1.580
C 3.095 1.214 -2.471
N -0.690 -0.719 1.727
```

## Properties
SMILES: N#C[C@H](C(=O)NC1CCCCC1)c1nc2ccccc2nc1N1CCN(c2ccc(F)cc2)CC1
HOMO, eV: -7.67
Energy relative to the best compared isomer or geometry (same formula, charge and spin), kcal/mol: 0.3
HOMO-LUMO gap, Eh: 0.26227

***

Record 9
# C14H32Cl12NP

A 7-piece molecular cluster, C14H32Cl12NP overall in a non-equilibrium geometry (ωB97M-V with the def2-TZVPD basis set, OMol25).

Geometry as XYZ:
```
60
C14H32Cl12NP (ωB97M-V with the def2-TZVPD basis set)
H 0.676 0.398 0.469
C -8.804 1.571 -2.281
H 1.342 4.724 2.777
H 2.071 2.260 0.551
H -2.842 3.818 -3.239
H 6.970 -3.076 -0.605
H -8.937 -0.270 -3.351
H -4.372 3.223 -3.890
H -4.516 5.538 -2.884
H 0.806 3.295 1.208
Cl 0.601 5.253 4.949
H 2.166 6.137 3.443
C 0.243 1.192 1.063
Cl 6.215 -7.483 -1.328
Cl 1.723 -1.164 4.626
H 0.723 6.907 1.654
C 1.298 2.338 1.312
C -9.465 0.681 -3.301
Cl -11.158 0.313 -2.880
H 1.171 -2.305 2.640
H -0.733 3.174 -0.332
Cl -1.279 5.793 2.157
H -0.113 0.775 1.998
C -3.854 3.509 -2.979
H 2.860 -8.413 -2.550
P -1.201 1.919 0.130
H 3.968 -6.851 -1.066
H 4.149 -1.873 3.215
C 6.490 -4.897 0.449
H 6.572 -4.455 -1.634
C 2.037 -2.311 3.298
H 2.128 -3.300 3.745
Cl 4.663 -9.196 -3.827
H 0.030 7.461 3.182
C 4.536 -7.267 -1.898
C 6.325 -3.945 -0.706
N -2.364 2.198 1.366
H -3.257 1.785 1.142
Cl 4.643 -3.367 -0.860
H 4.007 -9.331 -1.569
Cl 6.313 -4.077 2.029
C 3.300 -1.980 2.545
Cl -6.287 4.279 -2.005
C 1.198 5.654 3.319
Cl -9.476 3.221 -2.291
H 1.737 2.264 2.302
C 3.916 -8.568 -2.337
C -4.563 4.638 -2.274
H -7.742 1.662 -2.505
H 7.487 -5.331 0.428
Cl -3.704 2.062 -1.950
H -4.109 4.850 -1.308
C 0.263 6.582 2.586
Cl 3.139 -0.470 1.615
H -9.457 1.136 -4.288
H 5.766 -5.697 0.411
H 4.548 -6.538 -2.705
H -2.456 3.155 1.677
H -8.912 1.173 -1.275
H 3.524 -2.771 1.832
```

## Properties
SMILES: ClCCCl.ClCCCl.ClCCCl.ClCCCl.ClCCCl.ClCCCl.CCPN
HOMO, eV: -7.63
HOMO-LUMO gap, Eh: 0.29661